Entry 1:
The following is a quantum chemistry calculation of 6 unconnected molecules or ions with the total composition C6H28BNO6, from OMol25.

XYZ file:
```
42
Properties=species:S:1:pos:R:3:forces:R:3:nbo_charge:R:1
C 4.90552 1.38511 -0.93965 -1.541 2.181 1.679 -0.2494
O 4.18578 0.20945 -0.64717 -1.238 -0.618 0.444 -0.5325
C 2.79986 0.26692 -0.95195 -1.636 1.461 0.192 -0.0827
C 2.12324 -0.86951 -0.28448 2.607 -2.477 2.248 -0.2469
N 0.71823 -1.15461 -0.64824 0.738 -1.098 -4.860 -0.5501
H 0.07439 -0.42386 -0.38945 -0.711 1.341 0.307 0.5151
H 0.73342 -1.17606 -1.80780 -0.218 0.628 3.638 0.4386
C -0.00060 -2.45615 -0.35773 4.972 -2.145 2.559 -0.2142
C -0.01982 -2.71801 1.15161 0.154 0.232 0.403 -0.0830
O -0.89350 -3.81500 1.43040 0.839 1.539 -0.103 -0.5222
C -1.00576 -4.01994 2.82167 3.918 2.449 0.855 -0.2367
H 5.03419 1.45408 -1.99902 0.407 0.379 -0.631 0.1795
H 5.82726 1.50191 -0.34907 -0.150 -0.893 -0.480 0.2069
H 4.28541 2.26550 -0.52463 0.782 -0.946 -1.055 0.1770
H 2.54437 0.09603 -1.97289 0.537 0.533 -1.579 0.1512
H 2.14523 1.12221 -0.60444 1.635 0.249 -0.431 0.2089
H 2.32468 -0.60710 0.83022 -0.931 -1.474 -1.593 0.2510
H 2.73883 -1.73966 -0.71419 -0.971 0.560 1.557 0.2190
H 0.41611 -3.39642 -0.81126 0.753 1.229 0.071 0.2189
H -0.82002 -2.38596 -0.89328 -4.869 0.771 -1.580 0.2209
H -0.36697 -1.75832 1.61964 0.235 -0.828 0.149 0.1968
H 1.05729 -2.98528 1.52224 -1.765 0.631 -0.628 0.1826
H -1.29071 -4.96940 2.91960 -1.725 -3.615 0.672 0.1921
H -1.54223 -3.30866 3.41120 -1.149 0.620 -0.286 0.1884
H 0.01817 -3.97903 3.39762 -1.150 -0.123 -1.426 0.1480
B -1.30593 1.40125 -0.22594 0.437 1.941 1.150 -0.8343
H -2.04812 2.54749 -0.03462 1.208 -2.123 -0.388 0.0195
H -1.87030 0.50194 -0.70739 -1.052 -0.894 -0.788 -0.0561
H -0.31303 1.63991 -0.96444 -0.268 -0.027 0.408 -0.0549
H -0.91174 0.92139 0.89646 0.012 0.473 -0.551 -0.0517
O -3.04938 2.18047 -3.19647 -0.047 1.582 -0.536 -0.9394
H -3.51937 1.44281 -3.53481 -0.505 -1.097 -0.270 0.4611
H -2.41585 1.87259 -2.56847 0.496 -0.558 0.859 0.4799
O -0.72169 4.45332 -2.09448 0.901 -0.525 -1.471 -0.9628
H -0.22133 4.52560 -2.97984 -1.392 -0.748 2.230 0.4679
H -0.92489 3.50597 -1.86233 0.553 1.353 -0.645 0.4945
O -2.42068 3.08223 2.95259 5.419 8.264 -7.188 -0.9144
H -2.73170 2.41149 3.30786 -5.041 -9.717 5.996 0.4336
H -2.07854 2.64176 2.11041 -0.374 1.453 1.117 0.4799
O -3.89874 -0.05503 1.61548 2.366 1.203 -1.585 -0.9671
H -4.52692 0.02113 0.87719 0.261 0.016 0.391 0.4695
H -3.03414 0.36743 1.19989 -2.497 -1.184 1.150 0.4978
```
Forces are in eV/Å.

Values from the calculation:
HOMO level (eV): -9.742
Gap between HOMO and LUMO (eV): 9.080

Entry 2:
The following is a quantum chemistry calculation of a molecular structure, C6H28Fe2O17, from OMol25.

XYZ file:
```
53
Properties=species:S:1:pos:R:3:forces:R:3:nbo_charge:R:1
Fe 4.34330 3.23283 1.23950 -3.231 -2.182 -0.931 1.6800
Fe -0.39237 -3.34027 -1.21793 -0.223 1.373 0.568 1.5159
C -0.95756 0.76579 -0.33613 -0.559 -2.575 -1.768 -0.1250
C -0.55918 -0.61413 -0.59089 4.220 1.269 1.845 0.3261
C 0.87878 -1.04613 -0.30449 -1.773 6.770 1.026 0.3679
O 1.17397 -2.21759 -0.40844 0.542 -5.137 -0.916 -0.7275
C 1.80415 0.01162 0.15634 -1.492 -2.403 -1.237 -0.4124
C 1.44598 1.32157 0.25801 -0.417 0.572 -0.122 0.3281
C -0.01862 1.69235 -0.03480 2.063 4.475 2.531 0.2682
O -0.45634 2.92940 0.24697 1.183 -2.473 -0.856 -0.4656
O 2.41571 2.16414 0.60647 0.905 1.956 0.468 -0.8694
O -1.28193 -1.51088 -0.99163 -2.322 -1.681 -0.932 -0.6640
H -1.97839 0.99464 -0.60428 -0.133 0.440 0.310 0.2614
H 2.81951 -0.31509 0.32580 0.147 0.072 0.368 0.2009
O -4.41794 -1.22626 1.10851 0.235 -0.537 -0.127 -0.9583
H -5.04644 -1.07261 0.40310 -0.266 -0.014 -0.178 0.4733
H -3.88156 -0.43372 1.12891 0.091 0.584 0.339 0.4805
O 0.19411 -2.67189 -3.14090 0.290 -0.671 0.509 -0.9577
H -0.11993 -1.98110 -3.72434 -0.519 0.289 -0.200 0.5297
H 1.11800 -2.46519 -2.99974 0.698 0.141 -0.172 0.5124
O -2.34630 5.45058 1.35712 0.050 -0.012 0.378 -0.9388
H -2.96498 5.47220 0.62705 -0.152 0.103 -0.323 0.4799
H -1.67021 4.83202 1.08053 0.140 -0.151 -0.146 0.4614
O 3.07656 -3.35829 1.90634 -0.031 0.188 0.107 -0.9565
H 2.63339 -2.92161 1.17891 -0.220 0.034 -0.482 0.4697
H 3.51795 -4.10637 1.50414 0.190 -0.316 0.072 0.4897
O -3.16853 1.43343 1.80369 0.047 -0.602 -0.221 -0.9381
H -2.24335 1.62675 1.65236 0.225 0.313 0.269 0.4644
H -3.63539 2.16887 1.40696 -0.268 0.388 0.008 0.4894
O 5.18721 1.43425 0.78735 0.355 0.526 0.203 -1.0145
H 5.24001 0.69103 1.38825 -0.054 -0.349 0.719 0.5429
H 5.45370 1.07728 -0.05988 0.173 0.168 -0.550 0.5296
O -3.53254 -1.17015 -2.41082 -0.378 0.236 -0.476 -0.9255
H -2.89722 -1.19850 -1.69541 0.132 -0.136 0.341 0.4789
H -3.43072 -2.01155 -2.85567 -0.299 0.076 -0.112 0.4334
O 0.73972 3.62389 2.88605 0.628 -0.184 0.189 -0.9468
H 0.76469 3.56618 1.93092 -0.239 -0.053 -0.493 0.4720
H 0.69643 4.56250 3.06873 -0.276 0.327 0.227 0.4788
O -1.06303 -3.69501 0.84031 0.200 -0.623 -1.080 -0.9708
H -1.03039 -3.21584 1.66829 0.180 0.563 0.224 0.5339
H -1.44811 -4.54130 1.06781 -0.263 -0.360 0.141 0.5132
O 2.02434 -1.02668 3.21877 -0.084 0.372 0.150 -0.9337
H 1.91340 -0.55148 2.39529 -0.178 0.216 -0.116 0.4485
H 2.17960 -1.93324 2.95365 0.279 -0.486 0.176 0.4840
O 3.89267 -0.12197 -2.20444 0.049 -0.038 -0.004 -0.9148
H 4.76954 0.24867 -2.10464 0.328 -0.020 -0.440 0.4555
H 3.49142 -0.02503 -1.34082 -0.383 0.052 0.121 0.4597
O -2.04123 -4.12090 -2.20043 0.467 -0.390 0.619 -0.9554
H -2.55990 -3.78755 -2.93260 0.103 0.322 -0.318 0.5223
H -2.37646 -5.00507 -2.05176 -0.161 -0.466 0.182 0.5239
O -2.37830 4.31690 -1.81892 -0.166 -0.018 0.157 -0.9366
H -1.80429 3.64721 -1.44711 0.209 -0.112 0.252 0.4613
H -2.07296 4.42133 -2.72007 -0.039 0.162 -0.299 0.4750
```
Forces are in eV/Å.

Values from the calculation:
HOMO level (alpha / beta) (eV): -12.927 / -14.571
Gap between HOMO and LUMO (alpha / beta) (eV): 3.730 / 4.747
Energy relative to the best compared isomer or geometry (same formula, charge and spin) (eV): 6.358
Spin multiplicity: 9
Charge: +2

Entry 3:
The following is a quantum chemistry calculation of 8 unconnected molecules or ions with the total composition C6H28N2O7, from OMol25.

XYZ file:
```
43
Properties=species:S:1:pos:R:3:forces:R:3:nbo_charge:R:1
C 1.58142 1.25275 2.24703 0.400 0.394 0.660 -0.3766
C 1.30443 0.27120 1.39580 2.526 1.012 0.300 -0.2020
C 0.17312 -0.69472 1.46767 -0.118 -0.293 0.284 -0.5150
C -0.79853 -0.55839 0.27487 0.070 -1.361 -1.740 -0.0369
C -2.02842 -1.64285 0.45230 0.670 1.344 0.397 -0.2610
N -3.34977 -1.13288 0.98960 2.302 -0.510 2.461 -0.8496
N 0.05067 -0.97765 -0.90263 -1.280 1.112 0.479 -0.6910
C -0.75959 -1.13843 -2.10005 0.481 2.439 -2.399 -0.4239
H 2.54925 1.81612 2.18202 -1.148 -0.490 0.035 0.1949
H 0.91100 1.53314 3.06449 0.504 -0.607 -0.170 0.1543
H 2.23709 0.20552 0.74772 -1.862 -0.963 -0.007 0.2150
H -0.47584 -0.55982 2.34500 0.591 0.288 0.250 0.2172
H 0.67782 -1.73924 1.61308 -1.563 1.867 -0.595 0.2724
H -1.14602 0.53410 -0.03982 0.436 -2.298 1.432 0.2132
H -1.59218 -2.51049 0.98013 -0.300 0.863 1.572 0.1872
H -2.05941 -2.30422 -0.41763 -1.250 1.208 -0.918 0.2041
H -3.92879 -0.64936 0.37117 -0.585 0.594 -1.750 0.3599
H -3.27162 -0.43865 1.80695 0.465 -1.703 -1.603 0.3668
H 0.62434 -1.76357 -0.62098 -0.254 0.142 -0.828 0.3537
H -1.62450 -0.32881 -2.15297 1.262 -2.130 0.713 0.1938
H -0.20116 -0.73792 -3.04762 -0.445 -1.111 1.484 0.1908
H -1.05621 -2.16950 -2.29662 -0.519 0.282 -0.127 0.1932
O -1.79453 3.01451 -2.08250 -0.933 -0.980 -0.265 -0.9612
H -1.82333 2.03999 -1.90035 0.751 1.422 -0.556 0.4789
H -0.92063 3.38889 -1.97623 0.681 -0.542 -0.049 0.5018
O -0.22519 3.33926 2.39572 -2.616 2.778 -3.782 -0.9340
H 0.21184 3.00369 3.09742 1.733 -1.839 3.117 0.4574
H -0.71234 2.67567 1.88919 0.257 -0.015 0.590 0.4861
O 1.41297 2.70328 -1.44579 1.144 3.444 1.912 -0.9528
H 2.00699 3.31647 -0.82655 -1.994 -2.193 -1.989 0.4878
H 1.84973 1.87304 -1.48126 0.444 -1.113 0.129 0.4634
O -2.59467 2.48679 0.33487 3.076 -1.435 2.919 -0.9487
H -3.25762 2.73022 -0.21411 -3.752 1.260 -2.350 0.4653
H -1.86188 2.70417 -0.24569 0.379 0.280 0.284 0.4713
O 1.13501 -3.54618 1.07508 2.148 2.519 -0.666 -0.9221
H 1.04591 -3.06918 0.22103 0.247 -0.612 0.785 0.4642
H 0.52677 -4.20968 0.96703 -2.302 -2.893 -0.067 0.4714
O 2.60055 -2.84531 -1.14302 -2.320 0.324 -3.718 -0.9803
H 2.81296 -3.04312 -0.28841 1.934 -0.835 3.148 0.4860
H 3.30701 -2.68763 -1.76758 0.458 0.105 0.634 0.5050
O 3.07414 -0.30955 -1.64067 1.566 0.255 -0.011 -0.9479
H 2.15709 -0.45964 -1.81399 -1.248 0.027 0.164 0.4928
H 3.23213 0.62798 -1.51368 -0.037 -0.037 -0.162 0.4554
```
Forces are in eV/Å.

Values from the calculation:
HOMO level (eV): -8.652
Gap between HOMO and LUMO (eV): 8.908
Energy relative to the best compared isomer or geometry (same formula, charge and spin) (eV): 4.841
Structure (SMILES): C=CC[C@H](CN)NC.O.O.O.O.O.O.O

Entry 4:
The following is a quantum chemistry calculation of 8 unconnected molecules or ions with the total composition C6H28NO8, from OMol25.

XYZ file:
```
43
Properties=species:S:1:pos:R:3:forces:R:3:nbo_charge:R:1
C 0.16598 -0.42263 0.50788 2.058 0.894 -0.230 -0.6751
C -1.08165 -0.66218 -0.33442 0.577 0.724 0.289 -0.0561
C -2.26844 0.11674 0.22119 -0.777 -1.445 0.545 -0.2016
C -2.20469 1.63450 0.14987 0.823 -0.145 0.646 -0.6300
C -3.61862 -0.51133 -0.23763 -0.303 1.143 0.123 -0.6103
N -0.86597 -0.29661 -1.75307 0.432 -0.767 0.632 -0.6526
C -0.09150 -1.23826 -2.54823 -0.698 0.233 0.380 0.1072
O 1.10816 -1.79078 -2.04010 0.391 -0.647 0.443 -0.8025
H 0.88571 0.32677 0.15936 -0.741 0.528 -0.712 0.2366
H 0.88154 -1.23585 0.44133 -0.469 -0.559 0.335 0.2227
H 0.05880 -0.06824 1.52822 -0.784 -0.394 0.244 0.2003
H -1.27732 -1.72591 -0.18627 -0.414 -0.137 -0.590 0.1735
H -2.31194 -0.10394 1.29001 0.625 0.068 0.156 0.2029
H -2.29061 2.09601 -0.83077 -0.524 -0.128 -0.073 0.2104
H -2.89214 1.98567 0.91882 -0.480 0.456 -0.516 0.2030
H -1.23893 1.98366 0.52778 0.152 -0.181 -0.086 0.2320
H -4.20236 -0.88353 0.60275 0.124 -0.004 0.329 0.1937
H -3.58168 -1.35263 -0.92483 0.334 0.292 -0.444 0.2061
H -4.20488 0.33092 -0.61452 -0.287 -0.423 -0.566 0.1996
H -0.33453 0.55852 -1.68308 0.151 0.400 -0.378 0.3824
H -0.72382 -2.12416 -2.66161 -0.011 0.053 -0.330 0.1470
H 0.06290 -0.73481 -3.50188 0.215 -0.165 -0.117 0.1657
H 2.77441 0.59105 -2.69046 0.187 0.188 -0.276 0.4453
H 1.80199 -1.14290 -1.75781 -0.820 0.881 -0.652 0.5373
O 2.17696 0.65240 -1.94835 -0.037 -0.239 0.555 -1.2689
H 0.89517 -2.97203 -0.88115 0.304 -0.302 0.488 0.5040
H -0.04962 -3.62107 0.13777 -0.297 -0.131 0.165 0.4543
O 0.87816 -3.59429 -0.09295 0.086 0.191 -0.390 -0.9984
H 1.28416 2.53923 0.78341 0.005 0.592 0.539 0.4939
H 2.50662 2.11891 1.46981 0.002 0.165 0.327 0.4842
O 1.72117 2.66552 1.65994 -0.198 -0.555 -0.312 -1.0215
H -0.21199 0.54453 3.86544 -0.005 -0.069 -0.025 0.4736
H -0.23866 -0.98952 3.81361 0.249 -0.507 -0.080 0.4852
O -0.77469 -0.22420 4.01313 -0.355 0.551 0.225 -0.9597
H 1.01439 3.51034 -1.45091 0.135 -0.005 -0.295 0.4678
H 1.43098 1.94311 -1.46054 0.468 -0.223 -0.697 0.5219
O 0.99156 2.68916 -0.96546 -0.768 0.220 0.526 -1.0351
H 3.13269 1.21707 -0.65372 0.278 -0.020 -0.006 0.5154
H 3.50088 2.60549 -0.12603 0.013 0.160 -0.037 0.4618
O 3.68523 1.68004 0.04877 0.112 -0.374 -0.231 -1.0132
H 1.25978 -2.68887 1.95906 -0.075 0.155 -0.204 0.5023
H 1.09814 -1.24152 2.48192 0.245 -0.464 -0.341 0.4771
O 1.14866 -2.16435 2.76372 0.078 -0.009 0.641 -0.9825
```
Forces are in eV/Å.

Values from the calculation:
HOMO level (eV): -6.050
Gap between HOMO and LUMO (eV): 9.169
Energy relative to the best compared isomer or geometry (same formula, charge and spin) (eV): 1.372
Charge: -1